The following is a quantum chemistry calculation of a single C18H23F2N5O3S molecule, from the OMol25 dataset.

## Properties
Gap between HOMO and LUMO in eV: 7.89
Charge: 0
LUMO energy in eV: 0.0
HOMO energy in eV: -7.9
Energy relative to the best compared isomer or geometry (same formula, charge and spin) in kJ/mol: 60.0

Last column: natural (NBO) charge in e.
Geometry (Å):
H (1.76, 7.90, 3.17)  0.3374
N (0.82, 7.94, 2.77)  -0.7250
C (0.58, 6.93, 2.04)  0.2890
N (1.35, 5.84, 1.72)  -0.6010
C (0.76, 4.90, 0.87)  0.0676
C (1.52, 3.71, 0.52)  0.1812
N (2.72, 3.66, 0.97)  -0.1630
O (3.41, 2.51, 0.63)  -0.4121
C (4.75, 2.63, 1.09)  -0.2471
C (0.83, 2.66, -0.35)  0.6293
O (0.14, 3.00, -1.29)  -0.5942
N (0.99, 1.38, 0.05)  -0.5956
C (0.39, 0.31, -0.69)  0.1018
C (1.23, -0.88, -1.04)  -0.4246
C (0.73, 0.04, -2.12)  -0.2286
C (-0.53, -0.35, -2.84)  -0.1994
N (-1.56, -0.47, -1.78)  -0.4651
C (-2.48, -1.51, -1.86)  0.7014
O (-3.21, -1.60, -2.82)  -0.5701
C (-2.70, -2.43, -0.66)  -0.5050
C (-1.49, -3.21, -0.15)  -0.4037
C (-1.91, -4.31, 0.81)  -0.1993
C (-2.57, -5.54, 0.12)  -0.4782
C (-1.25, -6.28, 0.30)  0.7043
F (-1.31, -7.56, 0.75)  -0.3383
F (-0.52, -6.31, -0.86)  -0.3492
C (-0.73, -5.22, 1.27)  -0.4713
C (-1.10, 0.10, -0.52)  -0.2109
C (-0.48, 5.23, 0.51)  -0.3842
S (-0.98, 6.74, 1.21)  0.3521
H (2.29, 5.72, 2.06)  0.4283
H (5.24, 1.70, 0.81)  0.1968
H (5.25, 3.47, 0.61)  0.1874
H (4.77, 2.75, 2.18)  0.1841
H (1.70, 1.18, 0.73)  0.4198
H (2.28, -0.82, -0.80)  0.2272
H (0.79, -1.87, -0.96)  0.2208
H (1.45, 0.67, -2.63)  0.2406
H (-0.80, 0.42, -3.57)  0.2113
H (-0.45, -1.30, -3.37)  0.2056
H (-3.16, -1.86, 0.15)  0.2220
H (-3.45, -3.13, -1.02)  0.2384
H (-0.95, -3.66, -1.00)  0.2128
H (-0.78, -2.56, 0.36)  0.2029
H (-2.49, -3.89, 1.63)  0.2088
H (-3.35, -6.00, 0.73)  0.2332
H (-2.91, -5.42, -0.90)  0.2290
H (0.28, -4.87, 1.08)  0.2225
H (-0.83, -5.56, 2.30)  0.2317
H (-1.34, -0.54, 0.33)  0.1994
H (-1.58, 1.07, -0.35)  0.2094
H (-1.11, 4.68, -0.17)  0.2694

***

The following is a quantum chemistry calculation of a gas-phase ion, C4H3O2 (charge +1), from the OMol25 dataset.

## Properties
Gap between HOMO and LUMO in eV: 7.94
Charge: +1
LUMO energy in eV: -7.6
HOMO energy in eV: -15.5
Energy relative to the best compared isomer or geometry (same formula, charge and spin) in kJ/mol: 89.1

Last column: natural (NBO) charge in e.
Geometry (Å):
C (0.54, 0.45, 0.03)  0.0322
C (-0.74, 0.80, 0.25)  -0.4881
C (1.28, -0.90, -0.28)  0.3444
C (-1.86, 0.04, 0.10)  0.9117
O (-2.72, -0.44, -0.43)  -0.1971
O (2.44, -0.98, -0.07)  -0.3716
H (1.29, 1.11, 0.28)  0.2534
H (-1.01, 1.82, 0.74)  0.3412
H (0.77, -1.89, -0.61)  0.1738

***

The following is a quantum chemistry calculation of a single C5H9NO molecule, from the OMol25 dataset.

## Properties
Gap between HOMO and LUMO (alpha / beta) in eV: 7.41 / 7.42
Charge: 0
LUMO energy (alpha / beta) in eV: -0.8 / -0.8
HOMO energy (alpha / beta) in eV: -8.2 / -8.2
Energy relative to the best compared isomer or geometry (same formula, charge and spin) in kJ/mol: 477.1

Last column: natural (NBO) charge in e.
Geometry (Å):
C (1.39, -0.84, 0.08)  -0.7104
C (0.39, 0.25, -0.04)  0.3744
C (0.88, 1.59, -0.48)  -0.6970
N (-1.81, -0.11, -0.68)  -0.5885
C (-1.74, -1.01, 0.42)  -0.2992
C (-0.86, 0.17, 0.65)  0.3522
O (-0.95, 0.99, 1.59)  -0.6571
H (1.89, -0.74, 1.06)  0.2718
H (2.18, -0.77, -0.67)  0.2241
H (0.95, -1.83, 0.06)  0.2385
H (1.39, 1.49, -1.44)  0.2238
H (1.62, 2.00, 0.23)  0.2556
H (0.05, 2.31, -0.56)  0.2578
H (-1.40, -0.53, -1.51)  0.3516
H (-2.61, -0.96, 1.05)  0.2200
H (-1.38, -2.01, 0.25)  0.1823

***

The following is a quantum chemistry calculation of 2 unconnected molecules or ions with the total composition C4H10N2, from the OMol25 dataset.

## Properties
Gap between HOMO and LUMO in eV: 8.95
Charge: 0
LUMO energy in eV: 0.9
HOMO energy in eV: -8.0
Energy relative to the best compared isomer or geometry (same formula, charge and spin) in kJ/mol: 159.3

Last column: natural (NBO) charge in e.
Geometry (Å):
C (-2.18, 0.56, 0.96)  -0.5597
C (-2.11, -0.48, 0.12)  0.0281
N (-1.43, -0.58, -1.06)  -0.8176
H (-1.65, 1.49, 0.81)  0.1857
H (-2.72, 0.39, 1.87)  0.2066
H (-2.62, -1.39, 0.41)  0.1859
H (-0.90, 0.20, -1.39)  0.3778
H (-1.37, -1.44, -1.57)  0.3911
C (2.18, -0.84, 0.56)  -0.5203
C (1.86, 0.43, 0.33)  0.0121
N (1.75, 1.04, -0.92)  -0.8227
H (2.44, -1.51, -0.25)  0.1869
H (2.22, -1.19, 1.57)  0.2079
H (1.73, 1.10, 1.18)  0.1905
H (1.71, 0.40, -1.69)  0.3726
H (1.08, 1.80, -0.93)  0.3751

***

The following is a quantum chemistry calculation of a molecular structure, C12H10ClIO9P2Ti, from the OMol25 dataset.

## Properties
Gap between HOMO and LUMO (alpha / beta) in eV: 6.49 / 6.98
Charge: -2
<S²>: 2.013
LUMO energy (alpha / beta) in eV: 4.4 / 4.4
2S+1: 3
HOMO energy (alpha / beta) in eV: -2.0 / -2.5
Energy relative to the best compared isomer or geometry (same formula, charge and spin) in kJ/mol: 0.0

Last column: natural (NBO) charge in e.
Geometry (Å):
Ti (-0.92, -0.69, 0.21)  1.6109
O (-4.54, -1.66, -0.40)  -1.0208
P (-4.00, -0.13, -0.33)  2.5875
O (-4.93, 0.71, -1.08)  -1.1139
O (-2.53, -0.21, -0.71)  -1.1346
O (-4.14, 0.12, 1.26)  -1.1048
P (-3.04, 0.01, 2.45)  2.5578
O (-3.08, -1.60, 2.81)  -1.0420
O (-3.46, 0.84, 3.58)  -1.1226
O (-1.71, 0.28, 1.75)  -1.1630
H (-4.20, -2.28, 0.32)  0.5059
H (-2.18, -1.96, 2.95)  0.5214
I (-0.39, -2.64, -2.03)  -0.6759
C (0.17, 0.87, -2.68)  0.2637
C (0.34, 1.16, -4.01)  -0.3594
C (1.56, 1.79, -4.35)  -0.2198
C (2.50, 2.05, -3.39)  -0.2342
C (2.28, 1.80, -2.01)  -0.0432
C (3.26, 2.11, -1.02)  -0.2265
C (2.99, 1.77, 0.28)  -0.2177
C (1.84, 1.01, 0.60)  -0.2722
C (0.80, 0.64, -0.26)  -0.3411
C (1.06, 1.07, -1.66)  -0.2018
H (-0.51, 0.98, -4.65)  0.2200
H (1.77, 1.98, -5.39)  0.1907
H (3.39, 2.58, -3.70)  0.1861
H (4.16, 2.59, -1.39)  0.1875
H (3.75, 1.88, 1.02)  0.1905
H (1.76, 0.69, 1.63)  0.1907
Cl (1.99, -1.60, 4.65)  -0.0548
C (1.77, -2.33, 3.05)  -0.4894
C (0.28, -2.28, 2.56)  0.8173
O (-0.61, -2.60, 3.34)  -0.6668
O (0.09, -1.94, 1.32)  -0.7837
H (2.16, -3.34, 3.00)  0.2224
H (2.33, -1.70, 2.31)  0.2357

***

The following is a quantum chemistry calculation of a single C6H13N2O2PS molecule, from the OMol25 dataset.

## Properties
Gap between HOMO and LUMO in eV: 9.69
Charge: 0
LUMO energy in eV: 0.5
HOMO energy in eV: -9.2
Energy relative to the best compared isomer or geometry (same formula, charge and spin) in kJ/mol: 24.9

Last column: natural (NBO) charge in e.
Geometry (Å):
C (2.39, -0.73, 1.28)  -0.4298
N (1.08, -0.26, 0.90)  -0.8337
C (0.16, 0.80, 1.70)  0.2341
S (0.36, 1.26, 3.20)  -0.0483
N (-0.82, 1.10, 0.85)  -0.6360
C (-0.74, 0.96, -0.59)  -0.1467
C (0.20, 1.97, -1.18)  -0.6231
C (-2.03, 0.71, -1.34)  -0.6129
P (0.22, -0.68, -0.52)  1.9700
O (1.07, -0.99, -1.71)  -1.0611
C (-0.92, -2.10, 0.04)  -0.3673
O (-0.10, -3.17, -0.11)  -0.6792
H (2.78, -1.69, 1.09)  0.2188
H (3.07, 0.00, 0.81)  0.1983
H (2.51, -0.53, 2.40)  0.2285
H (-1.48, 1.88, 1.10)  0.4119
H (1.13, 1.81, -0.81)  0.2217
H (-0.11, 2.95, -0.95)  0.2121
H (0.29, 1.69, -2.19)  0.2310
H (-2.69, 1.54, -1.26)  0.2137
H (-2.44, -0.19, -0.99)  0.2148
H (-1.65, 0.63, -2.33)  0.2335
H (-1.18, -2.00, 1.07)  0.1920
H (-1.87, -2.14, -0.63)  0.1948
H (0.77, -2.80, 0.16)  0.4628

***

no.,strongest force on any atom (eV/A)
1,1.344
2,3.644
3,2.257
4,0.478
5,2.567
6,4.924